{"formula": "C4H6BrNO", "method": "the ωB97M-V functional and the def2-TZVPD basis", "e_lumo_ev": 0.6, "gap_ev": 9.326, "energy_ev": -77820.1983, "species": ["C", "C", "C", "C", "N", "O", "Br", "H", "H", "H", "H", "H", "H"], "positions_angstrom": [[-1.680, -0.546, 0.031], [-0.607, -1.067, -0.496], [0.701, -0.766, 0.161], [0.623, 1.598, 0.067], [0.452, 0.411, 0.878], [-0.809, 0.339, 1.362], [-0.522, -2.279, -1.909], [-2.640, -0.468, -0.087], [1.107, -1.705, 0.806], [1.590, -0.876, -0.525], [-0.006, 2.272, 0.547], [1.699, 1.702, 0.071], [0.093, 1.386, -0.905]], "forces_ev_per_a": [[7.814, 1.271, 2.545], [-0.674, -0.911, -0.299], [2.438, -3.836, 0.579], [-0.594, -2.300, -1.180], [0.900, 0.330, 0.915], [-2.549, -1.612, -1.767], [-0.222, -0.259, -0.418], [-5.176, 0.434, -0.387], [-1.744, 1.838, -0.628], [-1.015, 1.495, 0.161], [-0.204, 2.037, 0.880], [-0.009, 1.004, -0.609], [1.035, 0.509, 0.207]], "mulliken_charge": [-0.27, -0.10, -0.53, -0.83, 0.04, -0.40, -0.13, 0.60, 0.27, 0.40, 0.32, 0.36, 0.26]}

---

{"formula": "C4H6BrO3", "method": "the ωB97M-V functional and the def2-TZVPD basis", "e_lumo_ev": 3.4, "charge": -1, "gap_ev": 7.809, "energy_ev": -80431.4273, "species": ["C", "C", "C", "C", "O", "O", "O", "Br", "H", "H", "H", "H", "H", "H"], "positions_angstrom": [[1.102, -1.315, -0.214], [-1.584, 0.192, -0.344], [1.217, 0.203, -0.505], [-0.435, 0.843, 0.387], [0.951, -1.624, 0.990], [1.094, -2.038, -1.211], [-0.286, 0.506, 1.699], [2.645, 1.137, 0.347], [-1.550, -0.885, -0.200], [-1.543, 0.413, -1.407], [-2.525, 0.571, 0.062], [1.164, 0.478, -1.554], [-0.393, 1.928, 0.259], [0.145, -0.410, 1.688]], "forces_ev_per_a": [[0.396, 0.908, -0.590], [0.105, 0.098, 0.250], [-3.543, 0.670, 1.497], [2.995, -0.878, -1.672], [-0.054, -0.281, 0.689], [-0.072, -0.415, -0.353], [-0.249, -0.136, 0.309], [0.329, 0.123, 0.123], [-0.008, -0.117, -0.039], [-0.006, 0.018, -0.127], [-0.102, -0.038, 0.008], [0.178, -0.115, 0.061], [0.021, -0.051, -0.019], [0.009, 0.212, -0.133]], "mulliken_charge": [0.60, -1.09, -0.40, -0.16, -0.75, -0.70, -0.57, -0.21, 0.28, 0.30, 0.35, 0.44, 0.42, 0.50]}

---

{"formula": "C4H6CdO3", "method": "the ωB97M-V functional and the def2-TZVPD basis", "e_lumo_ev": -9.8, "charge": 2, "gap_ev": 7.708, "energy_ev": -14928.8039, "species": ["C", "C", "O", "H", "H", "H", "O", "C", "O", "Cd", "C", "H", "H", "H"], "positions_angstrom": [[-3.570, -0.117, 0.838], [-2.302, -0.117, 0.989], [-4.777, 0.070, 0.971], [-2.067, -1.098, 1.542], [-1.756, 0.822, 1.125], [-5.277, 0.241, 0.144], [0.540, 0.187, -0.243], [1.383, 1.006, -0.527], [2.713, 0.579, -0.698], [2.625, 2.662, -0.791], [3.054, -0.809, -0.816], [2.822, -1.318, 0.127], [2.485, -1.262, -1.636], [4.126, -0.847, -1.026]], "forces_ev_per_a": [[0.156, 1.480, 0.427], [-0.904, -1.746, 1.849], [0.296, 0.017, -0.385], [0.536, 1.096, -1.266], [0.073, -0.451, -0.390], [-0.341, -0.490, -0.200], [1.378, 2.739, -0.881], [-1.820, -3.926, 1.326], [0.220, -0.714, -0.386], [0.294, 2.989, -0.245], [0.114, -1.344, 0.139], [0.123, 0.119, -0.281], [0.154, 0.178, 0.212], [-0.279, 0.053, 0.080]], "mulliken_charge": [0.63, -0.53, -0.24, 0.32, 0.36, 0.46, -0.33, 0.47, -0.32, 0.91, -0.58, 0.29, 0.32, 0.25]}

---

{"formula": "C4H6CeO", "method": "the ωB97M-V functional and the def2-TZVPD basis", "e_lumo_ev": [-9.2, -9.3], "charge": 2, "gap_ev": [6.949, 7.472], "multiplicity": 3, "energy_ev": -19201.8693, "species": ["C", "C", "C", "C", "O", "Ce", "H", "H", "H", "H", "H", "H"], "positions_angstrom": [[1.493, 0.470, -1.010], [1.194, 0.198, 0.419], [0.012, -0.137, 0.991], [-1.193, -0.338, 0.237], [-2.241, -0.743, 0.760], [-4.843, -1.208, 0.334], [2.279, -0.225, -1.346], [1.916, 1.482, -1.099], [2.028, 0.380, 1.103], [-0.031, -0.381, 2.054], [-1.241, 0.125, -0.767], [0.625, 0.377, -1.677]], "forces_ev_per_a": [[-0.174, -0.057, -0.131], [0.023, 0.694, 0.034], [-0.229, -1.011, -0.151], [1.258, 1.916, 0.235], [-2.502, -0.928, -0.223], [1.515, 0.221, 0.371], [-0.182, 0.190, 0.061], [-0.067, -0.272, 0.019], [-0.150, -0.275, -0.173], [-0.028, 0.166, -0.265], [0.135, -0.655, 0.039], [0.400, 0.011, 0.184]], "lowdin_spin": [0.00, 0.00, 0.00, 0.00, -0.01, 2.01, 0.00, 0.00, 0.00, 0.00, 0.00, 0.00]}

---

Calculated values (kJ/mol) of energy above the lowest of the compared OMol25 structures with the same formula, charge and spin for the records, taken in order: 446.3; 148.6; 10.1; 0.0.